No. 1
{"formula": "C30H74N7O6P4S", "method": "wB97M-V/def2-TZVPD", "total_charge": 1, "de_lowest_kcal_mol": 0.00, "mol_weight_da": 784.928, "e_lumo_ev": -3.6, "species": ["C", "C", "C", "C", "C", "C", "C", "C", "C", "C", "N", "C", "C", "C", "C", "O", "P", "O", "O", "O", "C", "S", "C", "P", "C", "C", "H", "H", "H", "H", "H", "H", "H", "H", "H", "H", "H", "H", "H", "H", "H", "H", "H", "H", "H", "H", "H", "H", "H", "H", "H", "H", "H", "H", "H", "H", "H", "H", "H", "H", "H", "H", "H", "H", "O", "P", "N", "C", "C", "N", "C", "C", "N", "C", "C", "H", "H", "H", "H", "H", "H", "H", "H", "H", "H", "H", "H", "H", "H", "H", "H", "H", "H", "O", "P", "N", "C", "C", "N", "C", "C", "N", "C", "C", "H", "H", "H", "H", "H", "H", "H", "H", "H", "H", "H", "H", "H", "H", "H", "H", "H", "H"], "xyz": [[8.3111, -1.0562, 3.2750], [7.6919, -0.5119, 1.9714], [7.2581, 0.9389, 2.1465], [6.8067, 1.6447, 0.8636], [5.6411, 0.9490, 0.1312], [4.3525, 1.7673, 0.1573], [3.1936, 1.0818, -0.5784], [1.8000, 1.5000, -0.0786], [0.8211, 0.2906, -0.0157], [0.9941, -0.3734, 1.2921], [1.7247, -1.4405, 1.4216], [1.8454, -1.9600, 2.8317], [0.8527, -3.1265, 3.0391], [1.4047, -4.5528, 3.1810], [1.9148, -5.1518, 1.8540], [0.3031, -5.3379, 3.6470], [3.6501, -2.2887, 3.1340], [3.8903, -2.9566, 4.4045], [4.2830, -3.0754, 1.8913], [4.3853, -0.8692, 3.1195], [1.4549, -0.6377, 3.5581], [0.8635, -0.7582, 5.2535], [0.4415, 0.0297, 2.6021], [-1.3751, -0.5042, 2.7813], [-2.0443, 0.5218, 4.1514], [-2.2739, 0.1026, 1.3072], [8.0337, -0.4280, 4.1242], [7.9525, -2.0559, 3.5174], [9.3989, -1.0772, 3.2376], [8.4390, -0.6087, 1.1808], [6.8496, -1.1550, 1.7204], [8.0920, 1.4908, 2.5874], [6.4567, 0.9858, 2.8923], [6.5095, 2.6613, 1.1356], [7.6777, 1.7462, 0.2146], [5.5147, -0.0642, 0.5226], [5.9405, 0.8281, -0.9137], [4.5604, 2.7368, -0.2978], [4.0806, 1.9674, 1.2043], [3.3270, -0.0050, -0.4959], [3.2843, 1.3164, -1.6411], [1.3824, 2.3010, -0.6827], [1.9185, 1.8804, 0.9407], [-0.2123, 0.5658, -0.2036], [1.1146, -0.4135, -0.7983], [2.1815, -1.8000, 0.5920], [0.2048, -3.1400, 2.1600], [0.2061, -2.9394, 3.8917], [2.1637, -4.6497, 3.9525], [1.6093, -4.5437, 0.9970], [2.9976, -5.2666, 1.8832], [1.5345, -6.1655, 1.7456], [-0.2170, -5.6329, 2.8903], [3.6681, -3.2695, 1.1743], [4.0162, -0.2588, 2.4635], [2.2609, 0.0935, 3.5904], [2.0468, -0.8587, 5.8751], [0.4480, 1.1250, 2.6105], [-1.3684, 1.3495, 4.3762], [-2.9862, 0.9708, 3.8400], [-2.1784, -0.0963, 5.0328], [-2.1756, -0.5972, 0.4791], [-1.9716, 1.1018, 0.9794], [-3.3351, 0.1664, 1.5586], [2.1832, 2.0400, -4.2392], [1.9229, 2.3243, -5.6741], [3.4653, 2.4123, -6.3743], [3.7635, 2.9417, -7.6940], [4.3813, 1.3273, -6.0312], [1.2207, 3.8830, -5.6044], [1.6819, 4.9884, -6.4250], [0.8110, 4.3472, -4.2853], [1.0230, 1.8522, -7.0422], [-0.4450, 1.9981, -6.9179], [1.2828, 0.4394, -7.4134], [3.5034, 2.2561, -8.5117], [4.8361, 3.1342, -7.7575], [3.2754, 3.8881, -7.8834], [4.1939, 0.4130, -6.6094], [4.3020, 1.0790, -4.9746], [5.4109, 1.6361, -6.2176], [2.7103, 5.2890, -6.1910], [1.0337, 5.8523, -6.2690], [1.6009, 4.7511, -7.4856], [1.6503, 4.7382, -3.6958], [0.3437, 3.5464, -3.7178], [0.0694, 5.1412, -4.3982], [-0.8494, 1.4608, -6.0547], [-0.9124, 1.6022, -7.8192], [-0.7248, 3.0433, -6.8404], [1.0247, -0.2585, -6.6110], [2.3324, 0.2949, -7.6673], [0.7022, 0.1804, -8.2967], [-6.1039, -0.2975, 1.2178], [-7.4292, -0.8254, 1.6369], [-8.2674, 0.5312, 2.2070], [-9.4950, 0.4937, 2.9824], [-8.2267, 1.7121, 1.3467], [-7.0008, -1.8570, 2.9374], [-7.6465, -1.8021, 4.2354], [-5.5815, -2.1378, 3.0563], [-8.7527, -1.7883, 1.1612], [-8.4445, -3.2144, 0.9103], [-9.3987, -1.2682, -0.0697], [-10.3881, 0.2743, 2.3821], [-9.6444, 1.4708, 3.4455], [-9.4529, -0.2222, 3.7932], [-8.9341, 1.6522, 0.5098], [-7.2295, 1.8517, 0.9348], [-8.4684, 2.6037, 1.9271], [-7.4801, -0.8480, 4.7511], [-7.2582, -2.6013, 4.8695], [-8.7166, -1.9910, 4.1501], [-5.0440, -1.3098, 3.5419], [-5.1364, -2.2986, 2.0781], [-5.4169, -3.0480, 3.6380], [-7.6537, -3.3487, 0.1661], [-9.3458, -3.7073, 0.5469], [-8.1495, -3.7142, 1.8268], [-8.7116, -1.2344, -0.9204], [-9.7880, -0.2642, 0.0946], [-10.2449, -1.8996, -0.3333]]}

---

No. 2
{"formula": "C30H75BCd2F4KN5O8S2", "method": "wB97M-V/def2-TZVPD", "de_lowest_kcal_mol": 141.78, "mol_weight_da": 1048.817, "e_lumo_ev": -1.3, "species": ["K", "Cd", "Cd", "S", "O", "O", "O", "O", "S", "O", "O", "O", "O", "B", "F", "F", "F", "F", "C", "C", "N", "C", "C", "C", "C", "H", "H", "H", "H", "H", "H", "H", "H", "H", "H", "H", "H", "H", "H", "H", "C", "C", "N", "C", "C", "C", "C", "H", "H", "H", "H", "H", "H", "H", "H", "H", "H", "H", "H", "H", "H", "H", "C", "C", "N", "C", "C", "C", "C", "H", "H", "H", "H", "H", "H", "H", "H", "H", "H", "H", "H", "H", "H", "H", "C", "C", "N", "C", "C", "C", "C", "H", "H", "H", "H", "H", "H", "H", "H", "H", "H", "H", "H", "H", "H", "H", "C", "C", "N", "C", "C", "C", "C", "H", "H", "H", "H", "H", "H", "H", "H", "H", "H", "H", "H", "H", "H", "H"], "xyz": [[0.8021, -3.4141, -1.2012], [1.6155, 0.5925, -2.6978], [3.1292, 1.7551, 1.3218], [1.1170, -0.3138, -0.2833], [0.5371, 0.7499, -1.1117], [1.9412, 0.3313, 0.7142], [0.1378, -1.2497, 0.2444], [1.9626, -0.8984, -1.2954], [4.1126, 1.9689, -1.1033], [4.5387, 1.0606, -0.0154], [5.2640, 2.5830, -1.6741], [3.3604, 1.2217, -2.1414], [3.2403, 2.8307, -0.3510], [1.5834, -1.6682, -4.4851], [1.3609, -1.7365, -5.8427], [0.5099, -1.0652, -3.9146], [1.6799, -2.9040, -3.8775], [2.5550, -0.7532, -4.1499], [-1.3700, 1.7861, -3.8984], [-0.2467, 1.7651, -4.8523], [1.0690, 1.9146, -4.2011], [2.0595, 1.7842, -5.3046], [3.5652, 1.9207, -4.8913], [1.0638, 3.2659, -3.5004], [0.9478, 4.5132, -4.4042], [-1.6870, 2.7981, -3.6462], [-1.2840, 1.2055, -2.9799], [-2.2694, 1.5116, -4.4496], [-0.2293, 0.7898, -5.3387], [-0.4947, 2.4419, -5.6700], [1.9027, 2.5699, -6.0435], [2.0145, 0.8066, -5.7846], [3.6677, 2.6826, -4.1186], [4.0770, 2.1429, -5.8276], [4.0285, 1.0672, -4.3963], [0.2738, 3.3901, -2.7598], [1.9318, 3.3080, -2.8424], [1.8450, 4.6274, -5.0126], [0.0904, 4.5510, -5.0761], [0.9583, 5.4311, -3.8165], [-6.9189, 2.6137, -1.2186], [-5.6805, 1.7939, -0.8414], [-5.1329, 2.2074, 0.4521], [-4.2994, 1.1567, 1.0541], [-3.0105, 0.7501, 0.3853], [-4.3975, 3.4575, 0.4102], [-4.0615, 3.9391, 1.7969], [-7.2462, 2.1639, -2.1560], [-6.6084, 3.6038, -1.5523], [-7.6579, 2.6128, -0.4175], [-5.9009, 0.7266, -0.8196], [-4.9647, 1.9421, -1.6499], [-4.2514, 1.4811, 2.0936], [-4.8745, 0.2449, 1.2155], [-2.3335, 0.1176, 0.9595], [-3.2504, 0.2456, -0.5507], [-2.3746, 1.6112, 0.1799], [-5.0574, 4.1929, -0.0503], [-3.5257, 3.4992, -0.2427], [-3.8012, 4.9969, 1.8342], [-3.3588, 3.3070, 2.3399], [-5.0368, 3.8855, 2.2807], [1.9599, -7.0648, 0.6231], [3.1211, -6.4291, -0.1233], [3.0309, -5.0013, -0.1931], [3.9224, -4.2750, -1.1113], [3.8317, -4.7971, -2.6355], [3.1927, -4.5074, 1.2652], [3.0642, -3.0003, 1.4844], [0.9979, -6.6736, 0.2921], [1.9881, -7.1100, 1.7118], [1.8029, -8.0814, 0.2626], [4.1241, -6.6516, 0.2407], [3.1866, -6.7110, -1.1741], [3.7243, -3.2083, -1.0068], [4.9797, -4.2534, -0.8474], [4.4548, -4.1922, -3.2944], [4.1721, -5.8258, -2.7532], [2.8160, -4.6751, -3.0118], [4.0319, -4.9818, 1.7738], [2.4175, -4.8775, 1.9362], [2.1098, -2.7051, 1.0484], [3.8205, -2.3084, 1.1135], [3.0823, -2.7755, 2.5508], [0.4810, 1.1539, 3.6386], [1.1033, 2.6007, 3.6531], [1.7798, 2.9854, 2.3803], [0.6934, 3.2418, 1.3820], [-0.4154, 4.4048, 1.6297], [2.3799, 4.2893, 2.6806], [3.1244, 5.1633, 1.6356], [0.0275, 1.0784, 4.6270], [1.1352, 0.2828, 3.6022], [-0.2918, 1.0147, 2.8827], [0.4219, 3.4062, 3.9269], [1.9245, 2.6586, 4.3674], [1.1545, 3.3711, 0.4029], [-0.0072, 2.4289, 1.1913], [-1.2754, 3.9442, 2.1159], [-0.1648, 5.2615, 2.2552], [-0.6274, 4.6702, 0.5940], [3.1595, 4.1310, 3.4258], [1.7437, 4.9488, 3.2709], [2.5333, 5.2574, 0.7246], [4.0801, 4.7225, 1.3521], [3.1809, 6.1899, 1.9974], [-3.5675, -1.2475, 4.1662], [-3.6784, -2.6165, 3.5310], [-2.4415, -3.3308, 3.4600], [-2.7090, -4.5558, 2.7366], [-3.5413, -5.5153, 3.5053], [-1.2734, -2.5950, 2.8772], [0.0507, -3.3450, 3.1035], [-3.1038, -0.5976, 3.4241], [-2.8669, -1.2580, 5.0012], [-4.5040, -0.7727, 4.4590], [-4.2499, -3.2586, 4.2013], [-4.2066, -2.4353, 2.5948], [-1.8188, -5.1291, 2.4780], [-3.0928, -4.3954, 1.7291], [-4.5974, -5.2497, 3.5514], [-3.1370, -5.4486, 4.5153], [-3.4786, -6.5471, 3.1593], [-1.4814, -2.3675, 1.8317], [-1.1794, -1.6158, 3.3466], [0.9063, -2.6919, 2.9320], [0.2277, -3.7433, 4.1025], [0.1524, -4.2966, 2.5817]]}